C35H42BCl5N2OZn | ωB97M-V/def2-TZVPD

Computed properties:
- LUMO level: 0.32 eV
- Energy above the lowest of the compared OMol25 structures with the same formula, charge and spin: 0.000 eV
- HOMO-LUMO gap: 8.29 eV
- HOMO: -7.968 eV

The geometry in ORCA input format:
```
! RIJCOSX wB97M-V def2-TZVPD def2/J DEFGRID3
* xyz 0 1
Zn 0.4082 1.3985 -0.6326
Cl -2.2144 3.5688 -1.3721
C -0.9507 4.1520 -0.3371
C 0.2062 3.3928 -0.2490
C 1.2087 3.9071 0.5700
Cl 2.6472 2.9342 0.7991
C 1.0996 5.1086 1.2585
Cl 2.3811 5.6816 2.2556
C -0.0851 5.8325 1.1473
Cl -0.2701 7.3137 2.0029
C -1.1207 5.3553 0.3432
Cl -2.5848 6.2486 0.1991
C 3.9687 0.6416 -1.8011
C 2.9133 1.1253 -2.7428
C 3.2870 1.2658 -4.1915
O 1.7840 1.3875 -2.3766
H 4.9495 1.0348 -2.0725
H 4.0016 -0.4487 -1.8861
H 3.7227 0.9004 -0.7748
H 4.1626 0.6679 -4.4349
H 3.5209 2.3163 -4.3822
H 2.4456 0.9924 -4.8269
C -0.4271 -3.6707 -3.1782
C 0.0624 -2.3209 -2.6401
C 0.1787 -1.2942 -3.7698
C 1.3735 -2.4835 -1.8874
C 2.4804 -3.0158 -2.5445
C 3.6650 -3.2653 -1.8668
C 3.7654 -2.9675 -0.5169
C 2.6908 -2.4126 0.1740
C 2.8130 -2.1108 1.6606
C 3.0505 -3.4020 2.4540
C 3.9172 -1.0873 1.9448
C 1.4977 -2.1787 -0.5213
N 0.3737 -1.6730 0.1938
B -0.2330 -0.3623 0.1600
N -1.3867 -0.5290 1.0125
C -1.4290 -1.8364 1.4986
C -0.3805 -2.5240 1.0055
C -2.4846 0.3557 1.2530
C -2.4514 1.2309 2.3436
C -3.5385 2.0806 2.5372
C -4.6326 2.0415 1.6884
C -4.6627 1.1415 0.6355
C -3.5933 0.2872 0.3984
C -3.6540 -0.7120 -0.7450
C -4.8703 -1.6336 -0.6017
C -3.6549 -0.0091 -2.1048
C -1.2979 1.2309 3.3327
C -0.6830 2.6255 3.4857
C -1.7651 0.6900 4.6890
H -1.4340 -3.5697 -3.5914
H -0.4554 -4.4180 -2.3822
H 0.2274 -4.0439 -3.9713
H -0.6868 -1.9538 -1.9409
H 0.9735 -1.5673 -4.4706
H 0.3980 -0.3032 -3.3719
H -0.7604 -1.2374 -4.3268
H 2.4049 -3.2673 -3.5974
H 4.5066 -3.7072 -2.3889
H 4.6920 -3.1754 0.0080
H 1.8730 -1.6783 1.9972
H 4.0189 -3.8435 2.2040
H 2.2776 -4.1418 2.2342
H 3.0372 -3.1993 3.5277
H 4.8698 -1.3919 1.5038
H 4.0635 -0.9789 3.0227
H 3.6492 -0.1070 1.5436
H -2.2191 -2.1752 2.1537
H -0.0959 -3.5531 1.1740
H -3.5371 2.7738 3.3715
H -5.4656 2.7166 1.8499
H -5.5301 1.1134 -0.0155
H -2.7617 -1.3349 -0.6947
H -5.8020 -1.0753 -0.7287
H -4.8881 -2.1020 0.3846
H -4.8406 -2.4244 -1.3553
H -4.4856 0.6994 -2.1791
H -3.7538 -0.7410 -2.9119
H -2.7256 0.5466 -2.2547
H -0.5256 0.5644 2.9526
H -1.4063 3.3364 3.8955
H -0.3534 3.0044 2.5164
H 0.1782 2.5953 4.1590
H -2.5239 1.3453 5.1258
H -0.9241 0.6297 5.3856
H -2.1999 -0.3072 4.5854
*
```

Let us look at the Löwdin charges, expressed in e, one per atom: 0.769 0.681 -0.715 -0.280 -0.714 0.675 -0.726 0.679 -0.707 0.683 -0.708 0.680 0.005 -0.451 0.005 -0.030 0.098 0.086 0.037 0.086 0.101 0.087 -0.056 -0.363 -0.049 -0.121 -0.042 -0.080 -0.048 -0.131 -0.363 -0.057 -0.051 -0.118 -0.008 -0.462 -0.007 -0.058 -0.058 -0.125 -0.127 -0.031 -0.064 -0.041 -0.133 -0.367 -0.058 -0.057 -0.361 -0.042 -0.057 0.078 0.084 0.076 0.109 0.078 0.052 0.083 0.111 0.104 0.112 0.121 0.077 0.076 0.080 0.077 0.082 0.058 0.129 0.125 0.112 0.105 0.112 0.111 0.075 0.081 0.078 0.079 0.078 0.059 0.122 0.081 0.060 0.087 0.078 0.079 0.078

CN3O4S | ωB97M-V/def2-TZVPD

Computed properties:
- LUMO level: 3.81 eV
- Energy above the lowest of the compared OMol25 structures with the same formula, charge and spin: 0.000 eV
- HOMO-LUMO gap: 9.35 eV
- HOMO: -5.542 eV

The geometry in ORCA input format:
```
! RIJCOSX wB97M-V def2-TZVPD def2/J DEFGRID3
* xyz -1 1
C -0.0112 0.7486 0.6949
N -0.2416 1.7660 0.1511
N -1.1389 -0.1058 -2.1333
N -1.8180 0.4875 -1.4906
O 0.1839 -0.3530 1.1450
O -2.6711 1.0710 -0.9695
O 1.2525 -2.6655 0.7710
O 2.6109 -1.0304 1.8474
S 1.7777 -1.3341 0.6828
*
```

Let us look at the Löwdin charges, expressed in e, one per atom: -0.607 0.074 0.231 -0.360 -0.185 0.065 -0.472 -0.483 0.737

C31H31InNOP2 | ωB97M-V/def2-TZVPD

Computed properties:
- LUMO level (spin up / spin down): -11.20 / -11.31 eV
- Energy above the lowest of the compared OMol25 structures with the same formula, charge and spin: 0.381 eV
- HOMO-LUMO gap (spin up / spin down): 5.68 / 5.48 eV
- HOMO (spin up / spin down): -16.877 / -16.785 eV

The geometry in ORCA input format:
```
! RIJCOSX wB97M-V def2-TZVPD def2/J DEFGRID3
* xyz 3 1
In -0.5195 -0.8946 -2.3504
C -2.4759 -2.7720 -1.1667
C -3.2068 -1.9840 -2.0604
C -2.9430 -2.0551 -3.4286
C -1.9332 -2.8989 -3.9049
C -1.2070 -3.6921 -3.0091
C -1.4896 -3.6328 -1.6438
H -2.6837 -2.7233 -0.1055
H -4.0043 -1.3504 -1.6941
H -3.5495 -1.4836 -4.1205
H -1.7340 -2.9698 -4.9666
H -0.4476 -4.3684 -3.3797
H -0.9382 -4.2581 -0.9549
C 2.7577 1.0404 -0.2961
N 1.3303 0.7458 0.1335
P 1.1394 -0.8798 0.4631
C 2.6733 -1.6390 0.9352
C 3.0004 -1.6583 2.2981
C 4.1792 -2.2635 2.6936
C 5.0063 -2.8619 1.7498
C 4.6690 -2.8616 0.4015
C 3.5023 -2.2456 -0.0151
C -0.1677 -1.4331 1.5291
C -0.1862 -2.8419 1.6018
C -1.1006 -3.4822 2.4145
C -1.9995 -2.7347 3.1685
C -1.9687 -1.3465 3.1188
C -1.0603 -0.6904 2.3048
P 0.1906 1.8197 -0.5413
C 0.9209 3.4440 -0.5598
C 1.7635 3.9286 0.4490
C 2.1696 5.2492 0.4163
C 1.7408 6.0852 -0.6104
C 0.9051 5.6081 -1.6101
C 0.4908 4.2865 -1.5902
C -1.3687 1.8952 0.3259
C -2.5087 1.2587 -0.1568
C -3.7132 1.3875 0.5159
C -3.7840 2.1641 1.6642
C -2.6589 2.8378 2.1303
C -1.4562 2.7214 1.4577
H 3.3709 1.1230 0.5978
H 2.7744 1.9730 -0.8478
H 3.1255 0.2408 -0.9352
H 2.3435 -1.2157 3.0354
H 4.4516 -2.2804 3.7400
H 5.9215 -3.3417 2.0706
H 5.3142 -3.3446 -0.3191
H 3.2335 -2.2457 -1.0646
H 0.5415 -3.4332 1.0578
H -1.0984 -4.5620 2.4812
H -2.7029 -3.2360 3.8202
H -2.6360 -0.7683 3.7435
H -1.0173 0.3867 2.3238
H 2.0884 3.2857 1.2596
H 2.8161 5.6360 1.1923
H 2.0608 7.1184 -0.6269
H 0.5794 6.2655 -2.4041
H -0.1677 3.9183 -2.3682
H -2.4794 0.6971 -1.0843
H -4.6046 0.9072 0.1356
H -4.7262 2.2706 2.1855
H -2.7269 3.4648 3.0090
H -0.5918 3.2692 1.8095
O -1.0401 0.3530 -4.4353
H -1.7118 0.1003 -5.0838
H -0.4523 0.9674 -4.8996
*
```

Let us look at the Löwdin charges, expressed in e, one per atom: 1.029 -0.108 -0.107 -0.108 -0.097 -0.091 -0.110 0.117 0.124 0.132 0.134 0.133 0.119 -0.075 -0.448 1.054 -0.384 -0.056 -0.024 -0.007 -0.029 -0.083 -0.353 -0.107 -0.035 -0.009 -0.025 -0.055 1.060 -0.391 -0.095 -0.029 -0.013 -0.031 -0.073 -0.386 -0.111 -0.039 -0.015 -0.026 -0.072 0.113 0.079 0.081 0.122 0.130 0.132 0.128 0.111 0.114 0.130 0.132 0.127 0.090 0.115 0.128 0.130 0.127 0.111 0.049 0.121 0.131 0.130 0.115 -0.134 0.081 0.090

C7H34O14 | ωB97M-V/def2-TZVPD

Computed properties:
- LUMO level: -0.26 eV
- Energy above the lowest of the compared OMol25 structures with the same formula, charge and spin: 5.322 eV
- HOMO-LUMO gap: 7.86 eV
- HOMO: -8.124 eV

The geometry in ORCA input format:
```
! RIJCOSX wB97M-V def2-TZVPD def2/J DEFGRID3
* xyz 0 1
C -0.9321 -0.7906 3.3402
C -0.7202 -1.7347 2.1488
C -1.8458 -2.6902 1.8342
C -1.7994 -3.1322 0.5251
C -0.6133 -2.9558 -0.2210
O -0.7565 -3.5252 -1.4588
C 0.5299 -2.1857 0.0972
C 0.4147 -1.5866 1.3703
H -1.7115 -0.0259 3.0751
H 0.0502 -0.2792 3.7886
H -1.4818 -1.2939 4.2403
H -2.3236 -2.9966 2.6970
H -2.6508 -3.6902 0.1422
H -0.2174 -3.0299 -2.1405
H 1.4424 -2.1522 -0.6263
H 1.0810 -0.7395 1.6115
H 2.9167 1.8872 -1.2939
H 1.7508 2.7345 -0.5288
O 2.1313 1.7749 -0.6790
H 2.8695 1.1854 0.8294
H 4.2119 1.6468 1.3960
O 3.4879 1.0286 1.5355
H -0.4570 2.5505 1.9139
H -1.8309 2.1043 1.1739
O -1.3536 2.8438 1.3212
H 3.1513 -0.5706 0.8592
H 3.7698 -1.7104 1.4184
O 3.0614 -1.5031 0.8578
H -2.5741 -1.5024 -1.3040
H -4.1278 -1.3780 -1.5280
O -3.3071 -1.2310 -1.9788
H -0.3273 -1.4105 -4.1660
H -0.3818 -1.2262 -2.7096
O -0.0168 -1.8594 -3.4137
H -1.5445 1.0887 -0.6166
H -0.0462 1.1063 -0.3828
O -0.6354 1.3064 -1.0647
H 2.8550 0.6474 3.6568
H 2.0307 -0.4525 4.1407
O 2.0935 0.4140 4.2653
H -2.5272 2.9725 -1.1583
H -3.4719 1.7208 -1.8957
O -3.3114 2.6464 -1.7089
H 0.0102 4.7642 0.5245
H -0.0308 3.4158 -0.4081
O 0.4109 4.2880 -0.1273
H 1.6031 0.4715 -2.5896
H 2.7878 -0.0753 -3.4519
O 2.1391 0.7307 -3.3629
H 1.2430 2.8076 3.2481
H 0.8424 1.4061 3.3198
O 0.4978 2.2842 3.0724
H -0.5534 1.2825 -4.5733
H -2.0967 0.9117 -4.3099
O -1.2491 0.5872 -4.6232
*
```

Let us look at the Löwdin charges, expressed in e, one per atom: -0.073 -0.255 0.007 -0.047 -0.330 -0.007 -0.010 -0.094 0.079 0.079 0.099 0.078 0.120 0.064 0.147 0.091 0.098 0.098 -0.107 -0.017 0.077 -0.052 0.078 -0.067 -0.114 -0.033 0.029 -0.038 0.062 0.020 -0.074 0.004 0.073 -0.051 0.089 -0.033 -0.064 0.079 -0.033 -0.016 0.060 0.009 -0.083 -0.019 0.044 -0.055 0.000 0.106 -0.108 0.047 0.013 -0.013 0.065 0.036 -0.056

C4H6BrClO | ωB97M-V/def2-TZVPD

Computed properties:
- LUMO level (spin up / spin down): -1.44 / -1.44 eV
- Energy above the lowest of the compared OMol25 structures with the same formula, charge and spin: 1.792 eV
- HOMO-LUMO gap (spin up / spin down): 8.05 / 8.05 eV
- HOMO (spin up / spin down): -9.488 / -9.489 eV

The geometry in ORCA input format:
```
! RIJCOSX wB97M-V def2-TZVPD def2/J DEFGRID3
* xyz 0 1
C -0.0414 -0.0756 0.1450
C 1.4058 -0.0283 0.1837
C -0.7183 -1.4178 0.0070
C -0.8454 1.1432 -0.2012
O 0.8054 0.0104 1.3476
Cl 2.4063 2.3814 -0.2112
Br 2.8014 -1.0806 -0.3431
H -1.2337 -1.6431 0.9422
H -0.0006 -2.2135 -0.1874
H -1.4486 -1.3890 -0.7964
H -1.8139 1.1016 0.2953
H -1.0033 1.1714 -1.2785
H -0.3136 2.0398 0.0968
*
```

Let us look at the Löwdin charges, expressed in e, one per atom: -0.480 -0.830 -0.001 -0.021 0.061 -0.120 0.877 0.104 0.073 0.093 0.094 0.102 0.047